[1]
29
Properties=species:S:1:pos:R:3:forces:R:3:nbo_charge:R:1 method="wB97M-V/def2-TZVPD" e_tot_ev=-11699.127 e_above_lowest_ev=0.153 smiles=Cc1ccccc1.CC(C)C charge=0 largest_force_ha_per_bohr=0.014 mol_weight_g_mol=150.3 gap_ev=10.148
H 1.144 -0.746 -2.973 -0.053 0.050 -0.148 0.203
H -1.161 0.429 -0.269 0.244 0.163 0.022 0.219
C -1.014 1.124 -1.104 -0.498 -0.330 0.269 -0.605
H -1.851 0.917 -1.780 0.021 0.126 -0.111 0.198
C 0.159 -1.675 1.251 -0.325 -0.403 0.097 -0.223
H -0.362 1.188 -3.865 -0.255 -0.046 0.083 0.198
H -0.015 2.698 -3.044 0.091 -0.115 0.126 0.205
H 1.123 1.282 -1.219 -0.085 0.012 0.080 0.190
C -1.153 -2.052 1.506 0.110 0.119 0.275 -0.195
H 2.202 0.971 1.671 0.178 0.077 0.117 0.216
C -0.160 0.305 2.547 -0.428 -0.003 0.387 -0.218
C 0.299 0.894 -1.830 0.400 0.150 -0.036 -0.229
H 0.215 1.216 2.995 0.129 0.116 -0.155 0.209
H -1.131 2.142 -0.725 0.085 -0.032 -0.088 0.207
H -2.159 0.609 3.313 0.139 0.024 0.309 0.214
H -0.368 -1.153 -2.178 -0.066 -0.109 0.104 0.206
H 0.755 -2.349 0.651 0.253 0.173 -0.040 0.212
C -1.957 -1.256 2.309 -0.318 -0.331 -0.085 -0.227
H 2.773 -0.566 2.365 -0.083 0.091 0.087 0.222
H -2.954 -1.605 2.558 -0.034 0.200 -0.115 0.212
H 2.520 -0.413 0.643 -0.131 -0.059 -0.035 0.214
C 0.314 1.657 -3.146 -0.319 0.204 -0.587 -0.600
H 1.178 -1.025 -1.278 -0.343 -0.102 0.201 0.205
H -1.547 -2.980 1.114 0.053 -0.041 -0.067 0.211
C 2.123 -0.111 1.614 -0.128 -0.100 -0.220 -0.631
C 0.677 -0.511 1.802 0.483 0.101 -0.120 -0.010
C -1.479 -0.058 2.804 0.111 0.022 -0.388 -0.205
H 1.272 1.661 -3.666 0.271 -0.023 0.308 0.205
C 0.559 -0.595 -2.065 0.500 0.069 -0.269 -0.603

[2]
29
Properties=species:S:1:pos:R:3:forces:R:3:nbo_charge:R:1 method="wB97M-V/def2-TZVPD" e_tot_ev=-11696.764 e_above_lowest_ev=2.516 smiles=Cc1ccccc1.CC(C)C charge=0 largest_force_ha_per_bohr=0.120 mol_weight_g_mol=150.3 gap_ev=9.866
H 1.627 -1.669 -0.426 0.648 1.048 1.020 0.209
H -2.712 3.019 0.107 -0.036 1.179 0.489 0.209
H 1.046 2.344 -2.563 -0.659 0.205 -0.436 0.210
C -2.337 0.528 -2.002 3.553 0.358 -1.363 -0.231
C 0.942 -0.550 2.718 -0.137 0.384 -1.733 -0.616
H -0.429 3.000 -0.741 0.849 2.015 1.531 0.208
H 1.926 -0.150 0.562 0.737 1.047 -0.840 0.213
C -0.402 0.997 -3.412 0.757 -0.777 -1.531 -0.232
H 0.331 -2.065 1.240 1.157 -0.087 1.371 0.192
H 0.300 -0.896 3.538 0.373 0.166 -0.108 0.212
H -4.041 1.843 -0.280 3.233 0.039 0.487 0.207
C 0.003 1.990 -2.515 2.699 0.036 -1.748 -0.191
H 3.014 -2.390 2.864 2.536 1.440 0.307 0.197
H -2.560 1.491 0.757 0.916 -2.388 3.973 0.205
H 1.875 -0.053 3.058 -0.594 -0.328 0.124 0.202
C -1.490 0.212 -3.149 -0.720 4.246 4.401 -0.177
C 2.116 -2.784 2.571 -2.990 1.148 -0.798 -0.609
C -1.910 1.618 -1.218 -2.535 -0.427 -0.234 0.012
H 1.680 -3.007 3.547 -0.603 -0.557 -0.424 0.205
H -1.728 -0.510 -3.765 -1.236 -3.706 -2.983 0.192
H 0.151 0.742 -4.372 -0.315 0.557 1.590 0.214
C -2.841 1.981 -0.052 -3.088 1.542 -4.740 -0.608
H -3.065 -0.212 -1.709 -0.520 0.426 0.163 0.215
H 3.151 -1.594 0.477 -0.525 1.006 0.252 0.210
H 2.329 -3.597 1.941 0.073 -1.582 -0.431 0.205
H 0.372 0.200 2.103 0.374 -0.407 0.820 0.198
C -0.760 2.415 -1.509 -2.875 -3.328 0.430 -0.234
C 1.301 -1.706 1.735 -0.197 -0.645 0.633 -0.196
C 2.110 -1.195 0.497 -0.876 -2.610 -0.223 -0.624

[3]
29
Properties=species:S:1:pos:R:3:forces:R:3:nbo_charge:R:1 method="wB97M-V/def2-TZVPD" e_tot_ev=-11696.543 e_above_lowest_ev=2.737 smiles=Cc1ccccc1.CC(C)C charge=0 largest_force_ha_per_bohr=0.152 mol_weight_g_mol=150.3 gap_ev=9.863
H 1.443 -1.114 3.294 -0.028 0.203 0.611 0.206
C 2.422 -0.677 1.496 1.350 -0.162 0.115 -0.215
H -1.277 3.513 -0.938 0.219 0.276 0.829 0.202
H -1.130 1.781 -2.305 -1.304 0.035 -0.028 0.205
C 0.229 -1.668 1.627 3.677 1.070 0.597 -0.207
H 3.401 -0.708 -0.452 0.011 0.183 0.140 0.215
H -0.630 -2.168 -0.253 0.545 0.161 0.492 0.209
C -1.144 1.446 -0.212 -1.551 0.968 -1.114 -0.207
H -2.641 0.051 0.599 -1.083 -0.692 -0.119 0.211
H -2.069 1.406 1.709 -1.366 0.233 -0.243 0.209
H 2.600 -2.250 -2.376 -1.432 0.858 1.230 0.220
C 1.400 -1.177 2.230 -1.520 0.075 0.452 -0.211
C 1.407 -1.527 -0.491 1.345 -0.313 -0.007 0.006
C -1.763 1.141 -1.645 2.297 1.527 0.507 -0.633
H -2.050 3.259 0.563 -6.016 1.134 2.956 0.185
H 1.082 -3.072 -2.026 0.161 1.397 0.037 0.217
C -1.261 3.049 0.069 6.322 -2.556 -3.845 -0.583
C 1.539 -2.030 -1.960 1.131 -2.485 1.092 -0.638
H 1.071 -1.392 -2.647 -0.829 0.875 -1.007 0.217
C -1.885 0.722 0.884 4.004 -0.016 2.933 -0.638
H -1.036 0.196 1.493 -1.827 0.094 -1.354 0.222
H -2.814 1.187 -1.713 -1.432 1.616 0.153 0.206
H -0.577 -1.816 2.214 -2.635 -0.906 1.625 0.213
H -1.722 0.215 -2.155 1.263 -1.956 0.403 0.211
H 3.222 -0.218 2.048 0.439 0.156 -0.069 0.210
H -0.470 3.481 0.744 -0.135 -0.654 -1.053 0.204
H -0.123 1.087 -0.242 0.334 0.350 -0.017 0.206
C 0.257 -1.803 0.307 -0.356 -0.811 -4.288 -0.221
C 2.517 -0.916 0.136 -1.586 -0.660 -1.026 -0.222

[4]
29
Properties=species:S:1:pos:R:3:forces:R:3:nbo_charge:R:1 method="wB97M-V/def2-TZVPD" e_tot_ev=-11689.866 e_above_lowest_ev=0.622 charge=+1 largest_force_ha_per_bohr=0.040 mol_weight_g_mol=150.3 spin_multiplicity=2 gap_ev="9.672 / 5.786"
C 0.564 -2.452 -0.313 0.353 0.108 0.675 -0.173
H -3.351 -3.369 1.323 0.249 -0.245 0.041 0.253
C -0.438 3.608 -1.237 -0.073 -0.209 -0.883 -0.618
C 1.907 2.510 -1.156 -0.658 0.252 -0.130 -0.619
H -1.272 3.717 -0.584 -0.808 0.273 0.384 0.214
H -2.455 -1.657 -0.586 -0.437 0.087 0.407 0.268
H 0.072 4.568 -1.315 0.354 -0.145 0.463 0.221
C -1.904 -2.355 0.059 0.640 0.558 -0.098 -0.478
C -2.539 -2.653 1.430 -0.638 0.812 -0.447 -0.599
C 0.831 -0.229 1.372 -0.955 1.112 0.000 -0.180
C 1.823 -2.011 -0.032 -0.202 0.193 -0.736 -0.173
H -1.368 -0.105 1.335 0.277 0.388 0.157 0.256
H 0.010 1.441 -1.043 -0.296 0.358 -0.853 0.180
H 0.386 -3.394 -0.805 0.014 0.060 -0.414 0.249
H -1.787 -3.218 -0.542 -0.051 -1.131 -0.471 0.227
C -0.442 -0.557 1.009 0.856 -1.359 -0.387 -0.176
H 2.060 3.362 -1.805 0.157 0.058 -0.437 0.223
H -3.021 -1.740 1.771 0.091 0.018 0.366 0.221
H 0.415 2.266 0.300 -0.390 0.873 0.071 0.174
H 0.950 0.641 2.004 0.406 -0.152 0.103 0.256
C 0.399 2.436 -0.788 1.427 -1.007 1.119 -0.391
H 2.690 -2.437 -0.520 0.034 -0.184 0.357 0.258
H -0.816 3.454 -2.254 -0.058 -0.171 0.133 0.216
H -1.791 -2.965 2.154 -0.136 -0.229 0.022 0.222
H 2.244 1.612 -1.671 0.232 0.031 0.066 0.202
C -0.561 -1.755 0.227 -0.794 -0.194 0.069 0.286
H 2.928 -0.552 1.133 0.033 -0.025 -0.224 0.246
C 1.949 -0.896 0.816 0.287 0.158 0.610 0.029
H 2.517 2.731 -0.281 0.087 -0.287 0.040 0.206

[5]
34
Properties=species:S:1:pos:R:3:forces:R:3:nbo_charge:R:1 method="wB97M-V/def2-TZVPD" e_tot_ev=-48613.166 charge=+1 largest_force_ha_per_bohr=0.128 mol_weight_g_mol=459.2 gap_ev=3.362
C 0.422 -1.214 2.646 -5.167 3.996 0.975 -0.307
H 4.689 -0.457 0.313 -2.417 0.541 -0.416 0.227
H 2.776 -0.889 0.409 1.319 0.890 -0.155 0.117
O 3.571 -0.354 -1.504 -1.639 -1.258 0.877 -0.728
C 0.529 0.996 -0.373 2.555 1.236 -1.261 -0.905
C -2.120 -1.231 -0.470 0.609 -1.827 -2.336 -0.516
H 3.853 1.736 1.196 -1.525 -0.561 -1.964 0.232
H 0.783 -1.869 1.731 0.044 0.141 1.555 0.053
C -2.629 1.883 0.736 -0.042 4.069 -1.685 -0.760
C -2.764 -2.979 -2.481 1.187 -0.025 -0.778 -0.704
H 1.510 1.225 1.790 0.065 0.391 -1.929 0.237
H 1.003 0.166 -1.088 -0.900 1.491 1.524 0.218
Al -1.237 0.369 0.460 -1.167 0.953 0.952 1.627
H -2.555 -3.088 -3.647 -0.628 0.478 2.582 0.263
H -2.294 -3.961 -1.997 -0.899 2.311 -0.742 0.264
H 3.532 2.043 -0.656 -0.922 -1.383 1.663 0.255
C 3.192 1.399 0.261 1.003 -0.836 1.161 -0.434
H -1.399 0.043 3.309 1.447 -0.746 -1.469 0.265
H 2.771 -0.922 -1.765 1.933 1.329 0.631 0.460
C -2.591 3.211 0.061 -0.787 -3.449 2.493 -0.373
C -0.755 -0.291 2.387 3.712 -3.390 1.484 -0.537
H 0.892 -1.308 3.714 -0.306 -0.121 -2.490 0.284
Cl -3.266 -2.321 0.566 1.791 1.560 -1.653 0.018
C -1.980 -1.625 -1.898 -1.072 -1.304 1.790 0.068
Cl -0.933 -0.618 -3.048 -1.824 -1.701 2.048 0.083
Pt 0.692 -2.220 0.110 -0.724 0.878 -1.025 0.603
H 1.433 2.784 0.728 0.286 -2.580 0.080 0.248
H -1.655 3.569 -0.543 -2.137 -0.770 1.071 0.210
C 1.622 1.607 0.690 -0.139 1.007 -0.566 -0.440
H -3.537 3.915 0.223 2.437 -1.354 -0.515 0.230
H -3.908 -2.990 -2.238 2.310 0.382 -0.442 0.283
C 3.596 -0.178 -0.027 -0.151 1.110 -1.140 -0.056
H 0.250 1.895 -1.108 0.242 -2.010 1.428 0.276
H -3.493 1.676 1.512 1.505 0.553 -1.748 0.236

[6]
40
Properties=species:S:1:pos:R:3:forces:R:3:nbo_charge:R:1 method="wB97M-V/def2-TZVPD" e_tot_ev=-102443.734 e_above_lowest_ev=0.000 charge=0 largest_force_ha_per_bohr=0.026 mol_weight_g_mol=578.3 gap_ev=8.446
C -0.575 0.999 -2.596 0.282 -0.469 -0.170 0.699
H -0.589 2.480 3.593 0.021 0.033 0.021 0.252
C -2.526 3.386 0.930 0.015 -0.045 -0.087 -0.976
H 3.252 -3.420 0.402 0.019 -0.067 0.088 0.191
H -3.506 3.247 1.382 -0.041 0.016 0.012 0.231
C 2.663 -2.575 0.046 0.136 0.347 0.452 -0.191
H -1.408 0.678 -4.541 -0.007 0.018 0.026 0.234
H -2.053 4.276 1.335 0.028 0.061 0.020 0.243
H 0.342 -0.917 -4.948 0.011 -0.031 -0.023 0.234
O 0.432 -0.415 1.946 0.351 0.031 0.226 -0.791
C 2.667 -1.433 2.173 -0.007 0.025 -0.328 -0.196
C 0.663 -0.053 -4.370 -0.077 0.080 0.006 -0.511
O 0.913 -4.063 0.685 -0.003 -0.007 -0.176 -0.634
H -2.896 0.571 -0.202 0.036 0.011 -0.076 0.267
O 0.866 -1.752 3.664 0.021 0.132 -0.043 -0.635
N 0.373 0.157 -2.030 -0.328 1.306 0.022 -0.676
H -0.213 1.963 -4.460 -0.012 0.025 -0.003 0.237
C 1.189 -2.902 0.115 0.413 -0.021 0.082 0.816
H 3.236 -0.605 2.594 0.068 -0.030 0.059 0.221
C 1.212 -1.211 2.629 -0.233 0.026 -0.129 0.746
As -1.429 1.854 1.338 -0.268 0.742 0.282 1.479
H -0.047 -4.150 0.789 -0.093 0.006 -0.076 0.506
Pt 0.581 0.062 -0.030 0.187 -1.305 -0.124 0.822
H -1.244 0.834 3.620 0.038 -0.040 0.005 0.272
C 1.100 -0.513 -2.990 -0.149 0.148 0.269 0.690
O 1.952 -1.350 -2.772 0.073 0.024 0.020 -0.635
H -2.618 3.476 -0.150 0.042 -0.034 -0.023 0.266
C -0.449 0.960 -4.108 0.098 -0.115 -0.062 -0.515
H 3.017 -2.369 2.608 -0.014 -0.046 0.071 0.197
O 2.939 -1.392 0.775 -0.128 0.019 -0.020 -0.511
H -2.015 -0.545 0.878 0.043 -0.066 0.059 0.265
O 0.322 -2.147 -0.283 -0.403 0.442 0.209 -0.618
H 1.528 0.378 -4.871 0.025 -0.031 -0.031 0.237
C -1.410 1.848 3.266 0.052 -0.117 -0.046 -0.971
H -3.394 0.394 1.516 -0.005 0.027 -0.043 0.234
O -1.407 1.646 -1.994 -0.018 0.011 0.196 -0.641
H -2.357 2.243 3.629 -0.034 -0.041 0.015 0.230
H 2.893 -2.330 -0.986 -0.024 -0.110 -0.165 0.273
C -2.559 0.389 0.813 0.067 -0.048 -0.001 -0.948
S 0.555 2.302 0.607 -0.186 -0.907 -0.513 -0.393